1.
C20H30N9S2Sn as an isolated structure. Source: OMol25; level of theory: the ωB97M-V functional and the def2-TZVPD basis.

Each line ends with the Löwdin charge.
Geometry (Å):
Sn 8.5025 12.1634 13.1039  0.97
N 7.6225 7.9862 14.0806  0.07
C 7.9730 9.0516 13.2791  -0.91
S 9.6156 9.6597 13.4284  0.49
N 7.0379 9.4846 12.4893  -0.01
N 7.4304 10.5673 11.7340  -0.09
C 7.2198 10.5454 10.4620  -0.17
C 6.7339 9.3355 9.8167  -0.18
C 5.3691 8.8460 10.0747  -0.02
C 4.9953 7.5762 9.7745  -0.09
C 5.8304 6.7702 8.9933  -0.07
C 7.0744 7.2599 8.6938  -0.08
C 7.5473 8.5148 9.0738  -0.03
C 7.6931 11.7474 9.6857  -0.24
C 7.3350 11.8343 8.3563  0.01
C 7.8621 12.8539 7.5296  -0.03
C 8.6484 13.8116 8.1442  -0.04
C 8.9098 13.6831 9.5340  -0.11
N 8.5222 12.6231 10.2358  0.03
H 8.3694 7.3090 14.3181  0.10
H 6.8112 7.5285 13.7202  0.08
H 4.7413 9.3785 10.7569  0.10
H 3.9162 7.2975 9.8979  0.13
H 5.5413 5.7483 8.7299  0.12
H 7.7669 6.7254 8.0477  0.11
H 8.5219 8.8733 8.7336  0.13
H 6.7675 11.0308 7.9009  0.12
H 7.5048 12.9758 6.5017  0.12
H 9.0280 14.6495 7.6117  0.10
H 9.5564 14.4186 10.0198  0.12
N 7.4034 14.9869 14.9878  0.02
N 6.9085 16.0227 14.1097  -0.08
C 6.5033 15.7221 12.8572  -0.90
N 6.3795 16.8503 12.1105  0.10
S 6.0940 14.2122 12.3048  0.60
H 6.9753 15.0791 15.9116  0.09
H 8.3909 15.0104 15.0684  0.06
H 7.3091 16.9248 14.3262  0.14
H 6.5554 17.7046 12.5506  0.08
H 5.7884 16.7243 11.2955  0.10
C 7.6799 11.3875 17.9630  -0.07
C 7.1226 10.1204 17.2829  -0.19
N 5.9397 10.3768 16.4487  -0.07
C 4.6175 10.1519 17.0080  -0.19
C 4.1977 11.3694 17.8317  -0.05
C 6.1550 10.9712 15.2299  -0.35
C 5.0169 11.2240 14.2273  0.00
N 7.3251 11.3780 14.8132  -0.08
H 8.7194 11.4582 17.9236  0.05
H 7.3666 11.3576 19.0637  0.10
H 7.2813 12.3370 17.5307  0.08
H 6.9060 9.3415 17.9607  0.11
H 7.9170 9.6502 16.6940  0.11
H 4.6082 9.2860 17.7056  0.14
H 3.9867 9.9512 16.1649  0.10
H 4.9453 11.5386 18.6120  0.07
H 3.2455 11.1508 18.2353  0.07
H 4.2153 12.2585 17.2367  0.07
H 4.1771 11.6260 14.8440  0.09
H 4.6210 10.3848 13.6716  0.08
H 5.2394 12.0429 13.6064  -0.02
H 8.0117 11.3483 15.5636  0.02

Output
Gap between HOMO and LUMO (eV): 7.758
Energy above the lowest of the compared OMol25 structures with the same formula, charge and spin (kJ/mol): 118.9
Total charge: +1
Maximum force (hartree/bohr): 0.066



2.
A 2-piece molecular cluster, C4H12N2O2 overall. Source: OMol25; level of theory: the ωB97M-V functional and the def2-TZVPD basis.

Each line ends with the Löwdin charge.
Geometry (Å):
C -1.6909 -1.7139 -1.6509  -0.12
C -1.2129 -0.3985 -1.0369  -0.24
C -0.7576 -0.5705 0.4052  -0.20
N 0.1425 0.4877 0.8379  0.07
C 1.4298 0.4282 1.2798  -0.60
N 2.0557 -0.7934 1.2658  0.16
O 2.0021 1.4397 1.6696  0.02
H -1.8393 -1.6167 -2.7386  0.08
H -0.9248 -2.4791 -1.5482  0.07
H -2.6224 -2.1078 -1.2567  0.07
H -2.0496 0.2990 -1.1068  0.11
H -0.3997 0.0058 -1.6231  0.11
H -1.6098 -0.6434 1.0898  0.13
H -0.2515 -1.5294 0.4635  0.10
H -0.2857 1.3947 0.9794  0.14
H 1.5785 -1.5449 0.7946  0.07
H 3.0427 -0.8285 1.0776  0.11
O 0.9074 3.7054 0.4612  -0.08
H 1.1621 3.4075 -0.4215  0.03
H 1.3234 3.0583 1.0583  -0.01

Output
Gap between HOMO and LUMO (eV): 10.500
Energy above the lowest of the compared OMol25 structures with the same formula, charge and spin (kJ/mol): 34.9
Total charge: 0
Maximum force (hartree/bohr): 0.019



3.
One molecule with the formula C6H12O2. Source: OMol25; level of theory: the ωB97M-V functional and the def2-TZVPD basis.

Each line ends with the Löwdin charge.
Geometry (Å):
C 0.1433 -1.9176 1.2521  -0.06
O 0.3955 -1.4189 -0.0744  -0.16
C -0.1347 -0.1722 -0.4448  -0.52
O -1.5321 -0.1057 -0.4525  -0.11
C -2.1197 0.5760 0.6692  -0.09
C 0.6109 0.1118 -1.7832  -0.10
C 1.5981 1.0677 -1.1257  -0.14
C 0.8098 0.9987 0.2857  -0.04
H 0.3851 -1.1076 1.9410  0.07
H 0.8362 -2.7015 1.4871  0.07
H -0.9873 -2.2583 1.1680  0.13
H -1.5699 0.5007 1.6322  0.09
H -3.2017 0.1951 0.6199  0.11
H -2.2238 1.6758 0.2877  0.11
H 1.0715 -0.8219 -2.1580  0.12
H -0.1762 0.3715 -2.5500  0.13
H 2.5273 0.4907 -0.8917  0.11
H 1.8658 1.9865 -1.5686  0.08
H 0.1991 1.8722 0.5392  0.08
H 1.5027 0.6571 1.1667  0.13

Output
Gap between HOMO and LUMO (eV): 10.448
Energy above the lowest of the compared OMol25 structures with the same formula, charge and spin (kJ/mol): 347.3
Total charge: 0
Maximum force (hartree/bohr): 0.062



4.
A 2-piece molecular cluster, C4H13N2 overall. Source: OMol25; level of theory: the ωB97M-V functional and the def2-TZVPD basis.

Each line ends with the Löwdin charge.
Geometry (Å):
C 0.8833 -1.6981 1.3572  -0.05
N -0.3268 -0.8518 1.5752  0.05
H 1.0370 -2.3621 2.1987  0.09
H 0.7284 -2.2803 0.4528  0.10
H 1.7430 -1.0508 1.2220  0.08
H -0.3108 -0.4334 2.5021  0.14
H -1.1523 -1.4449 1.5429  0.14
H -0.3210 0.0052 0.7168  0.09
C -1.7519 0.1894 -2.0179  0.05
C -0.5376 0.2281 -1.5038  -0.20
N -0.2331 0.9637 -0.2934  -0.13
C 1.0983 1.6007 -0.2857  -0.06
H -2.5658 0.7705 -1.6013  0.07
H -1.9888 -0.4048 -2.8854  0.07
H 0.3259 -0.2220 -1.9809  0.12
H -0.9409 1.6857 -0.1906  0.14
H 1.3171 1.9448 0.7252  0.09
H 1.8524 0.8885 -0.5997  0.09
H 1.1436 2.4714 -0.9342  0.10

Output
Gap between HOMO and LUMO (eV): 10.578
Energy above the lowest of the compared OMol25 structures with the same formula, charge and spin (kJ/mol): 138.2
Total charge: +1
Maximum force (hartree/bohr): 0.012



5.
C4H10O as an isolated structure. Source: OMol25; level of theory: the ωB97M-V functional and the def2-TZVPD basis.

Each line ends with the Löwdin charge.
Geometry (Å):
C 1.7339 1.1326 0.9252  -0.12
C 1.1097 0.5819 -0.3532  -0.24
C -0.1061 -0.2837 -0.0284  -0.28
O -0.8533 -0.5416 -1.1301  -0.20
C -2.0232 -1.1937 -0.8517  -0.15
H 2.0693 0.3219 1.5841  0.07
H 2.6042 1.7587 0.7044  0.07
H 1.0026 1.7330 1.4751  0.07
H 1.8807 0.0192 -0.9134  0.12
H 0.7857 1.3931 -1.0156  0.11
H -1.3592 0.1672 0.8451  0.16
H 0.1147 -1.1547 0.6018  0.11
H -1.9659 -2.2602 -0.6275  0.07
H -2.2504 -0.6539 0.4557  0.12
H -2.7426 -1.0198 -1.6714  0.08

Output
Gap between HOMO and LUMO (eV): 10.501
Energy above the lowest of the compared OMol25 structures with the same formula, charge and spin (kJ/mol): 355.1
Total charge: 0
Maximum force (hartree/bohr): 0.063



6.
An isolated ion of composition C4H11N2S and charge -2. Source: OMol25; level of theory: the ωB97M-V functional and the def2-TZVPD basis.

Each line ends with the Löwdin spin population.
Geometry (Å):
C -1.5683 -0.8877 -1.5771  0.47
N -0.2262 -0.5245 -1.1838  0.02
C 0.1919 -0.1534 0.1248  0.02
C -0.9515 0.3363 1.1257  0.01
S -0.2498 0.3985 2.9382  0.05
C 1.3625 0.8006 -0.1234  0.04
N 2.3877 0.7809 1.0210  0.00
H -1.6352 -0.8891 -2.6199  0.15
H -2.2169 -0.0518 -1.3262  0.05
H -1.9669 -1.8143 -1.1270  0.08
H 0.4700 -0.9825 -1.7794  0.07
H 0.5391 -1.1889 0.6177  0.01
H -1.1930 1.3306 0.8296  0.00
H -2.0207 -0.2454 1.2371  0.01
H 1.9148 0.2742 -0.9470  0.02
H 0.9928 1.7912 -0.3076  0.01
H 1.7835 1.2541 1.8118  0.00
H 2.3864 -0.2291 1.2855  0.00

Output
Gap between HOMO and LUMO (spin up / spin down) (eV): 2.123 / 6.010
Spin multiplicity: 2
Energy above the lowest of the compared OMol25 structures with the same formula, charge and spin (kJ/mol): 154.3
Total charge: -2
<S²>: 0.7511
Maximum force (hartree/bohr): 0.071



Which of these has the highest maximum force?
C4H11N2S